Formula: C42H75N3O18
Source: the Open Molecules 2025 dataset
Level of theory: the ωB97M-V functional and the def2-TZVPD basis

Structure (XYZ):
```
138
Properties=species:S:1:pos:R:3
C -2.713 2.199 1.859
C -2.962 1.159 0.965
C -4.143 1.126 0.265
C -5.126 2.043 0.598
C -4.959 2.991 1.591
C -3.762 3.030 2.271
N -6.381 2.046 -0.148
O -7.066 3.056 -0.092
O -6.685 1.051 -0.763
H -1.821 2.123 2.467
H -2.173 0.423 0.884
H -4.382 0.374 -0.477
H -5.782 3.643 1.850
H -3.517 3.689 3.094
C -4.294 4.471 -1.877
C -2.921 4.331 -1.781
C -2.241 3.491 -2.655
C -2.953 2.812 -3.617
C -4.341 2.854 -3.666
C -5.002 3.633 -2.742
N -2.231 1.937 -4.535
O -1.020 2.069 -4.610
O -2.877 1.166 -5.200
H -4.833 5.094 -1.176
H -2.330 4.811 -1.012
H -1.167 3.404 -2.583
H -4.875 2.256 -4.390
H -6.081 3.713 -2.793
C -0.980 -3.761 0.861
C -1.846 -4.815 1.147
C -3.036 -4.615 1.845
C -3.413 -3.322 2.165
C -2.561 -2.266 1.901
C -1.333 -2.491 1.334
N -4.643 -3.070 2.911
O -5.137 -1.955 2.825
O -5.083 -3.982 3.586
H -0.007 -3.920 0.421
H -1.509 -5.818 0.909
H -3.695 -5.453 2.022
H -2.884 -1.260 2.127
H -0.593 -1.714 1.238
C 2.580 -0.008 -5.820
O 3.538 -0.517 -6.702
C 4.842 -0.180 -6.320
C 5.869 -0.910 -7.145
O 5.878 -2.314 -6.959
C 4.772 -3.014 -7.511
H 2.760 0.969 -5.352
H 2.549 -0.692 -4.955
H 1.611 0.025 -6.305
H 5.021 -0.328 -5.245
H 4.973 0.905 -6.488
H 6.849 -0.555 -6.824
H 5.734 -0.729 -8.218
H 5.126 -3.975 -7.884
H 4.333 -2.457 -8.341
H 4.022 -3.172 -6.735
C 6.444 2.856 1.818
O 5.762 3.447 0.723
C 4.644 2.711 0.316
C 4.953 1.349 -0.315
O 4.062 1.030 -1.378
C 4.268 1.815 -2.536
H 7.246 3.507 2.162
H 6.895 1.917 1.491
H 5.726 2.777 2.643
H 4.058 3.338 -0.361
H 3.941 2.582 1.160
H 4.739 0.585 0.432
H 5.990 1.283 -0.661
H 3.453 1.552 -3.220
H 5.166 1.519 -3.089
H 4.174 2.886 -2.358
C 0.464 -1.014 -2.120
O 0.393 -0.881 -0.725
C 0.905 0.327 -0.181
C 1.170 0.153 1.283
O 0.040 0.485 2.054
C 0.202 0.270 3.429
H -0.183 -1.831 -2.424
H 1.474 -1.140 -2.531
H 0.088 -0.090 -2.580
H 0.101 1.070 -0.352
H 1.738 0.748 -0.752
H 1.975 0.849 1.573
H 1.562 -0.853 1.478
H -0.069 -0.755 3.715
H -0.472 0.938 3.970
H 1.215 0.460 3.801
C -0.038 -1.647 -7.488
O -0.561 -2.695 -8.282
C -1.713 -3.324 -7.732
C -1.493 -4.097 -6.456
O -1.405 -3.257 -5.342
C -1.333 -3.943 -4.112
H 0.788 -1.221 -8.058
H 0.350 -2.043 -6.549
H -0.786 -0.873 -7.291
H -2.039 -4.011 -8.514
H -2.498 -2.562 -7.623
H -0.589 -4.712 -6.599
H -2.331 -4.803 -6.346
H -0.316 -4.139 -3.755
H -1.836 -4.914 -4.183
H -1.872 -3.301 -3.416
C -5.000 -1.482 8.441
O -4.077 -0.936 7.531
C -4.544 -0.908 6.205
C -3.419 -0.575 5.277
O -2.682 -1.725 4.891
C -1.738 -2.185 5.824
H -4.581 -1.407 9.439
H -5.200 -2.523 8.163
H -5.941 -0.916 8.420
H -5.409 -0.230 6.091
H -4.966 -1.886 5.915
H -2.727 0.138 5.752
H -3.742 -0.101 4.350
H -2.172 -2.772 6.643
H -1.194 -1.356 6.292
H -1.070 -2.853 5.278
C 6.167 2.025 5.849
O 5.287 1.238 5.080
C 4.185 0.770 5.831
C 3.288 1.853 6.377
O 1.967 1.403 6.458
C 1.100 2.445 6.860
H 5.628 2.559 6.641
H 6.692 2.823 5.326
H 6.883 1.357 6.339
H 4.502 0.035 6.581
H 3.564 0.198 5.132
H 3.383 2.769 5.770
H 3.613 2.181 7.381
H 1.346 2.739 7.888
H 0.085 2.061 6.843
H 1.220 3.308 6.198
```

Computed properties:
energy relative to the best compared isomer or geometry (same formula, charge and spin): 0.0 kJ/mol
HOMO level: -9.408 eV

Atom charges from the Löwdin analysis, given in e for atoms 1 to 2: number 1, C, carries -0.05; number 2, C, carries -0.06